ORCA calculation (ωB97M-V/def2-TZVPD) on C5H11IOS as an isolated structure at a distorted geometry.

Properties
relative energy (zero: lowest compared OMol25 entry of this formula, charge and spin): 8.48 kcal/mol
HOMO energy (spin up / spin down): -0.293 / -0.345 Eh
spin multiplicity: 3
Kohn-Sham gap (spin up / spin down): 8.77 / 6.53 eV
molecular weight: 246.11 Da
total energy: -26342.4366 eV

Each line ends with the Löwdin charge.
Atoms and positions in Å:
C 2.00014 1.03061 1.55029  -0.0292
C 1.58889 0.45095 -1.00700  -0.0525
C -2.13388 -1.68621 -0.70986  -0.3525
C 0.91494 0.78645 0.39858  -0.4359
C -0.08367 -0.26546 0.46764  -0.2190
O -1.71336 0.87406 -1.32618  -0.5313
S -1.80431 -0.00023 -0.13276  0.6268
I -4.82822 0.04834 0.41333  0.2442
H 1.88274 0.38632 2.39838  0.0619
H 2.88454 0.78616 1.08888  0.0263
H 1.96494 2.07559 1.91689  0.0886
H 1.08118 0.68029 -1.93889  0.0757
H 2.52652 1.00306 -0.91713  0.0653
H 1.81040 -0.62919 -0.90097  0.0858
H -3.23276 -1.83970 -1.08829  0.0232
H -1.93392 -2.40861 0.07348  0.0344
H -1.43902 -1.97380 -1.62051  0.0991
H 0.40249 1.77858 0.28845  0.1327
H 0.11238 -1.09720 1.04568  0.0563

Cartesian forces, eV/Å:
-2.9 0.2 -0.4
1.3 -0.1 1.9
-0.2 -1.4 -2.8
-0.5 2.3 -1.2
-1.9 1.2 0.2
0.1 0.0 0.3
1.0 -0.3 -0.5
-0.4 0.2 0.3
-0.3 -0.4 0.5
2.5 -0.2 -0.7
0.1 -0.6 -0.4
-0.4 0.0 0.4
0.2 -0.1 -0.8
0.2 0.5 -0.7
2.2 0.7 0.9
0.0 0.0 0.3
-1.2 0.9 1.8
0.2 -0.8 -0.1
0.1 -2.0 1.0